(1)
A cluster of 2 separate species, C2HClFNO3 in total. Source: OMol25; level of theory: wB97M-V/def2-TZVPD.

For the HOMO-LUMO gap (spin up / spin down), the calculation gives 7.67 / 8.84 eV. The energy relative to the best compared isomer or geometry (same formula, charge and spin) is 1.840 eV.

Geometry (Å):
C  0.41  0.27  1.14
C  1.17  0.41  -0.05
N  -1.52  -0.47  -1.00
O  -0.01  -0.68  1.76
O  -2.52  -0.05  -0.58
O  -1.07  -1.28  -1.69
F  0.45  1.59  1.70
Cl  1.43  -1.07  -0.91
H  1.65  1.28  -0.37

---

(2)
The ion C7H14N with charge +1. Source: OMol25; level of theory: wB97M-V/def2-TZVPD.

For the HOMO-LUMO gap, the calculation gives 11.37 eV. As for the SMILES: C[N@H+]1C=CC(C)(C)C1. The energy relative to the best compared isomer or geometry (same formula, charge and spin) is 1.400 eV. The total charge is +1.

Geometry (Å):
C  1.02  -2.53  -0.16
N  1.06  -1.07  -0.18
C  0.82  -0.32  -1.44
C  0.05  0.79  -1.31
C  -0.44  0.90  0.11
C  -1.93  0.79  0.03
C  -0.12  2.14  0.96
C  0.18  -0.48  0.80
H  0.16  -2.87  -0.67
H  1.84  -2.93  -0.69
H  1.15  -2.89  0.85
H  2.02  -0.80  -0.05
H  1.57  -0.66  -2.23
H  -0.27  1.51  -2.02
H  -2.53  1.04  0.88
H  -2.09  -0.26  -0.25
H  -2.18  1.63  -0.70
H  -0.22  3.01  0.19
H  0.77  2.12  1.53
H  -0.88  2.15  1.66
H  0.67  -0.16  1.72
H  -0.64  -1.10  0.96

---

(3)
A cluster of 11 separate species, C52H75N10O5P in total. Source: OMol25; level of theory: wB97M-V/def2-TZVPD.

For the HOMO-LUMO gap, the calculation gives 7.77 eV. As for the SMILES: CCOCCOCCOCPCCOC(=O)CC.c1cc[nH]c1.c1cc[nH]c1.c1cc[nH]c1.c1cc[nH]c1.c1cc[nH]c1.c1cc[nH]c1.c1cc[nH]c1.c1cc[nH]c1.c1cc[nH]c1.c1cc[nH]c1.

Geometry (Å):
C  2.09  3.27  -2.16
C  3.46  3.95  -1.57
O  4.67  3.76  -2.38
C  4.87  2.37  -2.79
C  4.98  1.28  -1.57
O  4.19  0.07  -1.96
C  3.23  -0.24  -0.87
C  2.12  -1.40  -1.28
O  1.38  -1.01  -2.49
C  0.08  -0.40  -2.18
P  -1.07  -0.42  -3.75
C  -1.14  1.38  -4.50
C  -1.91  2.44  -3.47
O  -2.48  1.61  -2.40
C  -2.30  2.20  -1.07
O  -1.16  2.70  -0.57
C  -3.62  2.21  -0.06
C  -5.02  2.57  -0.88
H  1.79  3.70  -3.21
H  1.24  3.50  -1.36
H  2.15  2.08  -2.22
H  3.26  5.13  -1.54
H  3.66  3.65  -0.44
H  4.10  1.98  -3.61
H  5.93  2.34  -3.35
H  6.10  0.91  -1.44
H  4.64  1.66  -0.52
H  2.60  0.72  -0.57
H  3.88  -0.52  0.07
H  1.46  -1.58  -0.33
H  2.76  -2.39  -1.45
H  0.21  0.75  -1.92
H  -0.47  -0.98  -1.30
H  -2.39  -0.83  -3.34
H  0.00  1.68  -4.64
H  -1.62  1.37  -5.58
H  -2.73  3.00  -4.13
H  -1.14  3.24  -3.12
H  -3.75  1.09  0.33
H  -3.50  2.90  0.87
H  -5.74  1.64  -0.99
H  -5.59  3.35  -0.20
H  -4.81  3.12  -1.90
C  -2.07  -3.42  2.36
C  -3.20  -3.88  1.64
C  -3.54  -2.90  0.73
N  -2.65  -1.86  0.88
C  -1.75  -2.17  1.86
H  -1.54  -3.94  3.15
H  -3.71  -4.82  1.77
H  -4.33  -2.85  0.00
H  -2.66  -1.00  0.35
H  -0.96  -1.48  2.13
C  -0.68  -5.45  0.03
C  0.42  -6.21  -0.44
C  1.00  -5.51  -1.48
N  0.28  -4.36  -1.65
C  -0.74  -4.31  -0.74
H  -1.35  -5.71  0.83
H  0.75  -7.17  -0.06
H  1.85  -5.73  -2.10
H  0.48  -3.65  -2.35
H  -1.42  -3.47  -0.71
C  5.34  -8.29  -1.04
C  4.35  -7.31  -1.28
C  4.89  -6.36  -2.12
N  6.19  -6.73  -2.38
C  6.47  -7.90  -1.73
H  5.25  -9.17  -0.43
H  3.34  -7.31  -0.90
H  4.47  -5.46  -2.54
H  6.84  -6.21  -2.96
H  7.45  -8.36  -1.82
C  7.70  -1.79  1.37
C  8.10  -0.68  0.59
C  7.75  0.46  1.29
N  7.16  0.07  2.46
C  7.12  -1.30  2.52
H  7.81  -2.83  1.12
H  8.58  -0.70  -0.37
H  7.88  1.51  1.06
H  6.80  0.70  3.17
H  6.69  -1.80  3.37
C  -4.00  2.25  -7.80
C  -3.60  3.37  -8.58
C  -3.95  4.50  -7.88
N  -4.54  4.11  -6.71
C  -4.58  2.74  -6.65
H  -3.89  1.21  -8.05
H  -3.12  3.34  -9.54
H  -3.82  5.55  -8.11
H  -4.90  4.74  -6.00
H  -5.01  2.24  -5.80
C  -6.80  4.60  3.00
C  -6.20  5.86  3.26
C  -4.85  5.64  3.42
N  -4.62  4.29  3.27
C  -5.81  3.66  3.01
H  -7.86  4.41  2.83
H  -6.70  6.82  3.32
H  -4.03  6.32  3.62
H  -3.72  3.84  3.33
H  -5.84  2.59  2.85
C  1.92  4.90  1.94
C  1.30  6.17  1.93
C  2.25  7.11  2.26
N  3.43  6.44  2.48
C  3.24  5.10  2.28
H  1.46  3.95  1.73
H  0.26  6.38  1.71
H  2.20  8.18  2.37
H  4.31  6.88  2.74
H  4.06  4.40  2.40
C  -8.58  -3.75  0.25
C  -9.20  -2.48  0.24
C  -8.25  -1.55  0.57
N  -7.07  -2.21  0.79
C  -7.26  -3.55  0.59
H  -9.04  -4.71  0.04
H  -10.24  -2.27  0.01
H  -8.30  -0.47  0.67
H  -6.19  -1.78  1.05
H  -6.44  -4.25  0.71
C  3.02  -6.40  3.84
C  2.46  -7.67  4.09
C  2.73  -8.47  3.00
N  3.44  -7.72  2.10
C  3.63  -6.46  2.60
H  3.00  -5.54  4.49
H  1.91  -7.98  4.97
H  2.48  -9.50  2.79
H  3.77  -8.04  1.20
H  4.17  -5.71  2.04
C  0.01  4.97  7.22
C  0.60  4.75  5.95
C  -0.38  4.93  5.00
N  -1.55  5.25  5.65
C  -1.31  5.29  7.00
H  0.50  4.92  8.18
H  1.63  4.48  5.75
H  -0.35  4.85  3.92
H  -2.43  5.43  5.20
H  -2.11  5.53  7.69

---

(4)
A structure of composition C35H45CuF5N2P. Source: OMol25; level of theory: wB97M-V/def2-TZVPD.

For the HOMO-LUMO gap (spin up / spin down), the calculation gives 7.68 / 6.89 eV. As for the expectation value of S²: 0.76. The energy relative to the best compared isomer or geometry (same formula, charge and spin) is 0.135 eV. The total charge is +1. The spin multiplicity is 2.

Geometry (Å):
Cu  -0.65  -0.01  0.48
C  -2.48  -2.82  -2.67
C  -0.97  -2.74  -2.64
C  -0.25  -3.82  -3.16
C  1.13  -3.80  -3.21
C  1.82  -2.70  -2.74
C  1.15  -1.62  -2.19
C  1.90  -0.42  -1.70
C  -0.26  -1.65  -2.14
N  -0.91  -0.55  -1.52
C  -1.62  0.29  -2.18
C  -1.82  0.24  -3.66
C  -2.20  1.45  -1.44
C  -3.30  2.23  -2.08
N  -1.71  1.71  -0.29
C  -1.92  2.94  0.37
C  -1.49  4.13  -0.25
C  -0.87  4.20  -1.62
C  -1.61  5.32  0.47
C  -2.15  5.35  1.74
C  -2.57  4.17  2.33
C  -2.45  2.96  1.66
C  -2.92  1.69  2.31
H  -2.82  -2.91  -3.70
H  -2.95  -1.94  -2.24
H  -2.83  -3.70  -2.13
H  -0.80  -4.67  -3.54
H  1.67  -4.65  -3.63
H  2.90  -2.66  -2.81
H  2.97  -0.56  -1.81
H  1.70  -0.23  -0.64
H  1.62  0.48  -2.25
H  -1.19  -0.52  -4.11
H  -1.58  1.21  -4.10
H  -2.86  0.02  -3.90
H  -4.10  1.55  -2.35
H  -2.97  2.73  -3.00
H  -3.68  2.99  -1.40
H  -0.45  3.25  -1.94
H  -0.06  4.93  -1.62
H  -1.60  4.53  -2.37
H  -1.26  6.24  0.01
H  -2.23  6.29  2.27
H  -2.99  4.18  3.33
H  -3.17  1.86  3.35
H  -2.14  0.93  2.25
H  -3.81  1.29  1.80
C  -3.70  -2.85  3.48
C  -2.75  -1.67  3.27
C  -2.07  -1.29  4.59
P  -1.54  -1.86  1.86
C  -2.53  -2.56  0.43
C  -2.96  -4.02  0.44
C  -3.70  -1.61  0.14
C  -0.24  -3.13  2.28
C  -0.70  -4.41  2.96
C  0.58  -3.39  1.01
H  -4.31  -2.65  4.36
H  -3.18  -3.79  3.65
H  -4.38  -2.98  2.64
H  -3.35  -0.81  2.96
H  -1.25  -1.97  4.84
H  -2.80  -1.36  5.40
H  -1.68  -0.28  4.58
H  -1.82  -2.45  -0.39
H  -3.57  -4.29  1.30
H  -2.10  -4.69  0.40
H  -3.56  -4.21  -0.46
H  -4.48  -1.69  0.90
H  -4.16  -1.86  -0.82
H  -3.37  -0.57  0.10
H  0.40  -2.60  2.98
H  -1.47  -4.95  2.41
H  -1.07  -4.22  3.97
H  0.16  -5.08  3.06
H  0.03  -3.97  0.27
H  1.48  -3.94  1.27
H  0.89  -2.45  0.54
F  0.65  -0.48  3.50
C  0.99  0.69  2.94
C  0.63  0.96  1.63
C  1.16  2.14  1.12
F  0.98  2.45  -0.18
C  1.92  3.03  1.86
F  2.38  4.15  1.31
C  2.19  2.74  3.19
F  2.91  3.59  3.92
C  1.74  1.55  3.73
F  2.03  1.23  4.98

---

| no. | maximum force (eV/A) | calculated total energy (eV) |
| --- | --- | --- |
| 1 | 3.4 | -24957.20676 |
| 2 | 4.3 | -8967.67790 |
| 3 | 8.2 | -89556.39126 |
| 4 | 0.7 | -107515.83272 |